DFT (ωB97M-V with the def2-TZVPD basis set) results for a 2-piece molecular cluster, C5H13N2OS overall in a non-equilibrium geometry.

charge: +1
electronic energy: -780.82460 Ha
HOMO: -0.4557 hartree
molecular weight: 149.2 g mol⁻¹
LUMO level: -3.82 eV
energy above the lowest of the compared OMol25 structures with the same formula, charge and spin: 392.5 kJ/mol
orbital gap: 0.315 Eh
spin multiplicity: 1

Positions of all 22 atoms, in Å:
1 S -0.46 2.82 -0.36
2 O -1.16 -1.02 -0.26
3 N -1.44 0.34 -0.09
4 N 2.52 0.42 0.96
5 C 2.15 0.44 -0.29
6 C -2.86 0.55 -0.04
7 C -0.36 1.07 -0.06
8 C -1.05 -1.84 0.82
9 C 1.86 -0.65 -1.20
10 H 1.01 -0.43 -1.88
11 H 1.63 -1.60 -0.71
12 H -0.24 -1.61 1.45
13 H 2.51 -0.40 1.61
14 H -0.88 -2.91 0.44
15 H -3.06 -0.23 0.61
16 H -2.02 -1.86 1.51
17 H 2.22 1.33 -0.81
18 H 0.81 2.94 -0.23
19 H -3.32 0.53 -1.10
20 H -3.27 1.52 0.37
21 H 2.66 -0.80 -2.02
22 H 2.75 1.38 1.28